Entry 1:
The following is a DFT calculation (the ωB97M-V functional and the def2-TZVPD basis) of a cluster of 10 separate species, C36H60O30 in total.

Each line ends with the Mulliken charge.
Atoms and positions in Å:
1 C 5.30 -3.34 3.40  -1.397
2 C 3.98 -2.72 3.91  0.374
3 C 3.43 -1.55 3.11  -0.389
4 O 2.04 -1.70 3.06  0.973
5 C 1.77 -2.98 3.39  0.009
6 O 0.67 -3.46 3.32  -0.610
7 O 2.84 -3.56 3.85  -0.430
8 H 5.76 -4.10 4.02  0.404
9 H 5.99 -2.48 3.37  0.348
10 H 5.27 -3.78 2.41  0.259
11 H 4.10 -2.36 4.96  0.346
12 H 3.76 -1.42 2.05  -0.186
13 H 3.69 -0.62 3.56  0.615
14 C 0.42 -0.07 -4.90  -0.799
15 C 1.24 -1.31 -4.43  2.805
16 C 0.54 -2.66 -4.74  0.228
17 O 1.59 -3.47 -5.18  -0.412
18 C 2.73 -2.75 -5.38  0.467
19 O 3.80 -3.20 -5.76  -0.602
20 O 2.50 -1.46 -5.02  -0.517
21 H 0.46 0.04 -5.95  0.639
22 H 0.91 0.80 -4.49  -0.355
23 H -0.57 -0.15 -4.57  -0.329
24 H 1.41 -1.26 -3.32  -1.530
25 H -0.13 -2.57 -5.63  0.115
26 H 0.06 -3.01 -3.80  0.116
27 C -1.35 -1.64 1.56  -1.619
28 C -0.29 -1.62 0.58  1.569
29 C -0.63 -2.31 -0.75  -0.419
30 O -0.20 -1.31 -1.65  0.223
31 C 0.05 -0.13 -1.04  -0.577
32 O 0.37 0.86 -1.66  -0.340
33 O -0.15 -0.20 0.21  1.089
34 H -1.67 -2.68 1.82  0.386
35 H -2.27 -1.18 1.23  -0.367
36 H -1.25 -1.16 2.46  0.197
37 H 0.63 -1.82 1.01  -0.383
38 H -1.73 -2.43 -0.89  -0.145
39 H -0.06 -3.26 -0.86  0.470
40 C -3.36 1.58 -5.18  -0.989
41 C -4.08 0.27 -5.37  0.410
42 C -3.50 -0.61 -6.52  -0.596
43 O -2.66 -1.53 -5.87  -0.290
44 C -2.93 -1.54 -4.59  0.627
45 O -2.47 -2.35 -3.77  -0.592
46 O -3.86 -0.61 -4.27  -0.106
47 H -3.41 2.23 -6.07  0.435
48 H -2.31 1.30 -5.06  0.003
49 H -3.68 2.15 -4.35  0.341
50 H -5.20 0.49 -5.36  0.261
51 H -3.09 0.02 -7.31  0.377
52 H -4.33 -1.14 -7.12  0.259
53 C 2.58 4.84 -1.32  -1.594
54 C 2.20 3.42 -1.89  2.081
55 C 1.37 3.55 -3.15  -0.058
56 O 2.13 2.92 -4.14  -0.382
57 C 3.30 2.60 -3.61  0.643
58 O 4.19 2.22 -4.35  -0.648
59 O 3.41 2.81 -2.31  -0.360
60 H 1.71 5.40 -1.02  0.171
61 H 3.07 5.46 -2.12  0.451
62 H 3.25 4.71 -0.48  0.392
63 H 1.77 2.81 -1.07  -1.041
64 H 1.11 4.58 -3.41  0.353
65 H 0.45 3.03 -3.00  0.016
66 C -6.80 0.12 -1.58  -1.594
67 C -5.47 0.13 -0.74  0.353
68 C -4.50 -1.06 -0.91  -0.674
69 O -3.29 -0.44 -1.27  0.529
70 C -3.46 0.87 -1.40  0.197
71 O -2.59 1.54 -1.89  -0.492
72 O -4.71 1.24 -1.12  -0.339
73 H -7.38 1.06 -1.35  0.344
74 H -7.39 -0.71 -1.32  0.421
75 H -6.63 0.03 -2.62  0.285
76 H -5.75 0.22 0.30  0.257
77 H -4.72 -1.72 -1.73  0.479
78 H -4.40 -1.68 0.03  0.256
79 C -2.72 1.90 1.70  -0.878
80 O -3.93 1.11 2.08  -0.274
81 C -3.82 0.47 3.21  0.628
82 O -2.55 0.30 3.86  -0.473
83 O -4.87 -0.16 3.56  -0.292
84 C -4.91 -0.75 4.91  -0.742
85 H -2.51 2.57 2.57  0.524
86 H -2.83 2.64 0.88  0.299
87 H -1.83 1.29 1.44  0.198
88 H -5.92 -1.00 5.25  0.291
89 H -4.48 -0.08 5.67  0.309
90 H -4.28 -1.65 5.15  0.275
91 C 3.91 -0.37 -2.62  -1.017
92 O 3.89 -1.74 -2.20  -0.376
93 C 3.35 -2.02 -1.04  0.790
94 O 3.07 -1.01 -0.07  -0.557
95 O 3.20 -3.34 -0.86  -0.387
96 C 2.95 -3.93 0.41  -0.130
97 H 4.63 0.19 -2.15  0.765
98 H 2.90 0.10 -2.50  -0.020
99 H 4.06 -0.38 -3.68  0.483
100 H 3.05 -5.04 0.33  0.381
101 H 1.95 -3.77 0.73  0.017
102 H 3.50 -3.48 1.21  -0.174
103 C 1.69 1.45 2.03  0.123
104 O 1.78 2.85 2.26  -0.468
105 C 0.94 3.70 1.70  0.695
106 O -0.05 3.24 0.87  -0.346
107 O 1.06 4.96 2.07  -0.417
108 C 0.28 5.98 1.53  -0.540
109 H 2.12 0.95 2.90  0.144
110 H 2.19 1.14 1.11  0.245
111 H 0.64 1.02 2.03  -0.195
112 H -0.78 5.59 1.32  0.183
113 H 0.67 6.34 0.61  0.232
114 H 0.22 6.86 2.16  0.292
115 C 0.07 -0.70 5.57  -0.195
116 O 0.36 -0.25 6.95  -0.364
117 C 1.63 -0.04 7.28  0.753
118 O 2.65 -0.16 6.32  -0.642
119 O 1.79 0.29 8.53  -0.331
120 C 3.06 0.78 8.95  -0.668
121 H -0.96 -1.03 5.39  0.250
122 H 0.72 -1.55 5.48  0.197
123 H 0.43 -0.03 4.83  0.123
124 H 3.83 0.44 8.32  0.365
125 H 3.26 0.32 9.95  0.235
126 H 2.98 1.84 9.01  0.273

Properties
**Maximum force**: 9.55 eV/Å
**Relative energy (zero: lowest compared OMol25 entry of this formula, charge and spin)**: 5.072 eV
**E_tot**: -99725.448 eV
**SMILES**: C[C@H]1COC(=O)O1.C[C@H]1COC(=O)O1.C[C@H]1COC(=O)O1.C[C@H]1COC(=O)O1.C[C@H]1COC(=O)O1.C[C@H]1COC(=O)O1.COC(=O)OC.COC(=O)OC.COC(=O)OC.COC(=O)OC
**HOMO level**: -10.04 eV

***

Entry 2:
The following is a DFT calculation (the ωB97M-V functional and the def2-TZVPD basis) of a cluster of 14 separate species, C5H41N2O13S in total.

Each line ends with the Mulliken charge.
Atoms and positions in Å:
1 C -0.41 0.34 1.05  -0.906
2 N -1.96 0.34 0.96  0.119
3 C -2.73 -0.58 1.88  0.364
4 C -2.15 -1.97 1.91  -1.031
5 S -0.94 -2.20 3.48  -0.217
6 C -4.29 -0.42 1.60  -1.656
7 C 0.38 -0.60 -0.08  -1.142
8 N 0.46 0.23 -1.26  0.473
9 H 0.12 1.32 1.03  0.346
10 H -0.41 0.21 2.15  0.340
11 H -2.14 0.08 -0.06  0.308
12 H -2.77 -0.03 2.97  0.258
13 H -2.77 -2.87 2.06  0.624
14 H -1.50 -2.46 1.21  0.144
15 H -2.30 -2.64 4.07  0.181
16 H -4.67 0.53 1.73  0.443
17 H -4.89 -0.82 2.52  0.366
18 H -4.49 -0.89 0.71  0.456
19 H -0.04 -1.44 -0.28  1.356
20 H 1.42 -0.93 0.33  -0.217
21 H 0.91 1.18 -1.04  0.275
22 H -0.48 0.30 -1.75  0.137
23 H 1.09 -0.16 -2.04  0.228
24 H -1.95 -0.63 -4.08  0.412
25 H -3.19 -1.75 -4.33  0.297
26 O -2.24 -1.58 -4.23  -0.655
27 H 2.61 2.42 3.11  0.295
28 H 3.67 1.95 2.00  0.305
29 O 3.43 2.62 2.71  -0.609
30 H 3.81 -1.04 2.11  0.292
31 H 5.05 -1.77 1.43  0.278
32 O 4.09 -1.50 1.35  -0.557
33 H 2.54 -4.65 2.33  0.265
34 H 1.41 -3.83 2.83  0.206
35 O 1.82 -4.08 2.10  -0.496
36 H -2.32 3.33 1.47  0.260
37 H -2.71 4.82 1.27  0.365
38 O -1.96 4.22 1.65  -0.688
39 H -0.30 4.15 0.98  0.361
40 H 1.13 4.23 1.84  0.248
41 O 0.60 3.85 1.16  -0.563
42 H 1.33 3.79 -1.27  0.257
43 H 1.05 3.19 -2.53  0.238
44 O 1.17 2.92 -1.63  -0.535
45 H 2.00 -2.56 -1.57  0.204
46 H 2.16 -2.24 -2.96  0.302
47 O 2.50 -2.00 -2.06  -0.545
48 H -0.94 1.41 -3.66  0.304
49 H -2.02 1.38 -2.53  0.293
50 O -1.63 0.85 -3.13  -0.722
51 H 3.92 -0.41 -1.19  0.277
52 H 4.34 0.85 -1.46  0.253
53 O 3.43 0.48 -1.19  -0.525
54 H -2.90 2.13 -0.38  0.243
55 H -1.48 2.97 -0.65  0.293
56 O -2.25 2.36 -0.92  -0.660
57 H 2.38 -0.81 -4.28  0.304
58 H 2.53 0.10 -3.05  0.390
59 O 1.97 0.02 -3.85  -0.655
60 H -0.17 -4.16 -0.58  0.248
61 H 1.16 -3.96 0.35  0.349
62 O 0.53 -3.57 -0.29  -0.581

Properties
**Maximum force**: 8.46 eV/Å
**Relative energy (zero: lowest compared OMol25 entry of this formula, charge and spin)**: 9.614 eV
**E_tot**: -46272.853 eV
**Net charge**: +1
**HOMO level**: -11.54 eV

***

Entry 3:
The following is a DFT calculation (the ωB97M-V functional and the def2-TZVPD basis) of a structure of composition C8Cl5F6NO4PbS2.

Each line ends with the Mulliken charge.
Atoms and positions in Å:
1 Pb 0.30 3.19 -0.43  0.856
2 Cl -0.66 4.86 2.00  -0.294
3 C -0.60 3.16 2.48  0.714
4 C -0.37 2.22 1.48  -0.653
5 C -0.44 0.84 1.81  0.183
6 Cl -1.00 -1.41 -0.85  0.433
7 C -0.63 0.52 3.19  0.049
8 Cl -0.68 -1.16 3.61  -0.198
9 C -0.80 1.49 4.16  0.490
10 Cl -1.04 1.04 5.80  -0.185
11 C -0.81 2.85 3.81  -0.291
12 Cl -1.08 4.07 5.00  -0.199
13 F -0.36 -5.16 -3.17  -0.165
14 C -2.17 -2.46 -0.70  0.483
15 F -2.04 -3.58 -0.10  -0.057
16 F -3.30 -2.33 -1.27  -0.069
17 S 1.54 -4.01 -2.44  0.694
18 O -0.38 -0.10 0.94  -0.597
19 O 2.95 -4.06 -2.16  -0.434
20 N 1.02 -5.38 -2.98  -0.100
21 S 1.20 0.60 -1.73  0.799
22 O -0.18 1.17 -1.88  -0.673
23 O 2.06 1.67 -1.19  -0.727
24 C 1.76 0.53 -3.51  0.657
25 F 1.05 -0.42 -4.15  -0.245
26 F 1.61 1.68 -4.16  -0.237
27 F 3.05 0.18 -3.55  -0.233

Properties
**Maximum force**: 1.34 eV/Å
**Relative energy (zero: lowest compared OMol25 entry of this formula, charge and spin)**: 6.911 eV
**E_tot**: -123803.197 eV
**HOMO level (spin up / spin down)**: -7.57 / -7.57 eV

***

Entry 4:
The following is a DFT calculation (the ωB97M-V functional and the def2-TZVPD basis) of a structure of composition C20H51NO11PS2.

Each line ends with the Mulliken charge.
Atoms and positions in Å:
1 C -6.05 5.45 -6.67  -1.260
2 C -5.77 4.12 -7.34  0.253
3 O -4.39 4.01 -7.62  -0.546
4 C -6.08 3.00 -6.37  0.360
5 O -7.43 3.15 -5.99  -0.281
6 S -7.98 2.15 -4.82  1.136
7 O -8.98 2.85 -4.14  -0.634
8 O -8.46 1.02 -5.53  -0.726
9 N -6.77 1.61 -3.91  -0.392
10 S -6.09 2.65 -2.88  1.032
11 O -6.15 2.11 -1.57  -0.686
12 O -6.50 4.03 -2.97  -0.618
13 P -3.92 2.70 -3.21  0.110
14 C -3.54 4.43 -3.68  -1.065
15 O -3.58 1.77 -4.54  -0.511
16 H -5.51 5.46 -5.75  0.218
17 H -7.10 5.53 -6.43  0.352
18 H -5.80 6.29 -7.31  0.445
19 H -6.38 4.02 -8.23  0.256
20 H -4.09 4.83 -8.05  0.322
21 H -5.87 2.06 -6.87  0.293
22 H -5.41 3.12 -5.54  -0.388
23 H -2.99 4.51 -4.61  0.393
24 H -4.41 5.06 -3.73  0.244
25 H -2.91 4.82 -2.89  0.355
26 H -2.83 2.17 -5.01  0.301
27 C -1.81 -2.20 -0.05  -1.264
28 C -1.26 -0.95 0.61  0.406
29 O -1.48 0.23 -0.12  -0.500
30 C -2.85 0.58 -0.34  0.368
31 C -3.62 0.84 0.94  -1.120
32 H -1.46 -2.27 -1.08  0.308
33 H -1.49 -3.09 0.49  0.401
34 H -2.90 -2.19 -0.07  0.392
35 H -0.17 -1.04 0.70  -0.302
36 H -1.64 -0.84 1.64  0.249
37 H -3.34 -0.18 -0.95  0.281
38 H -2.84 1.49 -0.93  -0.179
39 H -3.75 -0.07 1.53  0.270
40 H -4.61 1.23 0.70  0.377
41 H -3.09 1.57 1.57  0.324
42 C 2.02 -2.73 1.23  -1.145
43 C 2.73 -1.49 1.73  0.106
44 O 3.07 -1.54 3.10  -0.444
45 C 3.97 -2.58 3.47  -0.154
46 C 5.32 -2.48 2.79  -1.290
47 H 1.17 -2.98 1.86  0.141
48 H 1.66 -2.57 0.21  0.474
49 H 2.68 -3.60 1.21  0.402
50 H 2.06 -0.63 1.64  0.400
51 H 3.61 -1.27 1.12  -0.087
52 H 3.52 -3.56 3.30  0.321
53 H 4.10 -2.48 4.55  0.300
54 H 5.25 -2.67 1.72  0.241
55 H 6.01 -3.21 3.21  0.505
56 H 5.74 -1.48 2.91  0.289
57 C 9.11 0.99 1.20  -1.112
58 C 8.51 -0.35 0.82  -0.336
59 O 7.10 -0.35 0.77  -0.301
60 C 6.51 0.52 -0.18  -0.250
61 C 6.88 0.21 -1.62  -1.162
62 H 8.66 1.37 2.11  0.306
63 H 10.19 0.89 1.35  0.395
64 H 8.96 1.74 0.42  0.270
65 H 8.77 -1.09 1.57  0.333
66 H 8.93 -0.71 -0.13  0.299
67 H 6.74 1.57 0.06  0.300
68 H 5.43 0.41 -0.05  0.281
69 H 7.94 0.41 -1.82  0.274
70 H 6.29 0.82 -2.30  0.404
71 H 6.70 -0.84 -1.84  0.305
72 C 0.41 -2.54 5.06  -0.822
73 C 1.24 -2.56 6.33  -0.356
74 O 0.57 -3.08 7.46  -0.459
75 C 0.15 -4.42 7.36  -0.305
76 C 1.28 -5.41 7.17  -0.991
77 H -0.55 -2.05 5.24  0.342
78 H 0.93 -2.01 4.27  0.235
79 H 0.20 -3.55 4.71  0.265
80 H 1.51 -1.53 6.59  0.326
81 H 2.18 -3.10 6.16  0.212
82 H -0.60 -4.53 6.57  0.273
83 H -0.36 -4.63 8.30  0.354
84 H 1.76 -5.29 6.20  0.215
85 H 0.91 -6.43 7.24  0.390
86 H 2.05 -5.26 7.93  0.280

Properties
**Maximum force**: 2.19 eV/Å
**E_tot**: -76537.998 eV
**Net charge**: -1
**HOMO level**: -5.18 eV